The following is a quantum chemistry calculation of an isolated molecule of C2H7N3O at a distorted geometry, from the OMol25 dataset.

Each line ends with the Löwdin charge.
CARTESIAN COORDINATES (ANGSTROEM)
O 2.721 -1.118 0.368  -0.08
N -0.517 0.539 0.721  -0.03
N 0.783 -0.149 -1.232  0.10
N 1.466 -0.634 0.919  0.00
C 0.586 -0.077 0.064  -0.54
C -1.796 0.534 -0.199  -0.13
H -1.699 -0.539 -0.734  0.12
H -2.134 1.594 -0.789  0.12
H 0.087 0.396 -1.715  0.02
H -2.813 0.394 0.332  0.06
H 2.545 -1.050 -0.669  0.12
H -0.324 1.363 1.379  0.15
H 1.096 -1.253 1.555  0.10

Results
2S+1 = 1
max |F| = 3.723 eV/Å
gap between HOMO and LUMO = 9.87 eV



The following is a quantum chemistry calculation of a structure of composition C38H47F6N3O7S3Si2Ta at a distorted geometry, from the OMol25 dataset.

Each line ends with the Löwdin charge.
CARTESIAN COORDINATES (ANGSTROEM)
Ta 1.305 0.850 0.150  1.39
S -0.274 1.161 -1.482  0.52
S 4.318 2.216 0.622  0.70
S 3.025 3.004 -1.638  0.65
Si -1.322 -0.735 -1.787  -0.05
Si -0.828 1.127 1.695  0.68
F 2.210 5.411 -2.132  0.18
F 6.667 1.123 0.369  0.19
F 5.516 0.477 2.088  0.17
F 4.365 5.174 -2.131  0.18
F 5.016 -0.253 0.114  0.17
F 3.281 5.206 -0.258  0.16
O 4.832 3.291 1.389  -0.20
O -2.890 -0.457 -1.924  -0.13
O -0.617 -1.361 -3.091  -0.14
O 3.019 1.665 1.157  -0.47
O 2.933 2.655 -3.007  -0.21
O 1.837 2.805 -0.771  -0.51
O -0.966 -1.655 -0.483  -0.17
N 4.276 2.347 -0.943  -0.26
N 2.259 -1.891 1.355  0.14
N 1.856 -0.788 1.767  -0.04
C 2.137 -0.848 -0.828  -0.27
C -0.812 3.791 0.717  -0.12
C -2.862 -3.162 -0.197  -0.01
C -0.793 -3.931 -1.390  -0.01
C -3.964 0.483 -2.151  -0.62
C -1.466 0.516 5.763  -0.08
C -0.983 1.039 4.573  -0.10
C 1.147 -1.783 3.885  -0.02
C 1.190 4.720 2.401  -0.06
C 5.473 0.781 0.799  -0.69
C 3.122 -2.055 -2.686  -0.05
C 0.773 3.401 2.483  -0.12
C -2.246 -0.631 5.753  -0.08
C -5.193 -0.362 -2.451  -0.01
C 2.450 -1.958 -0.036  -0.32
C 2.350 0.305 5.271  -0.06
C 0.602 5.573 1.478  -0.06
C -2.229 -1.979 -4.795  -0.01
C 3.049 -3.103 -0.528  0.00
C -4.167 1.300 -0.887  -0.03
C 1.759 -0.737 3.205  -0.26
C -1.345 -3.055 -0.273  -0.60
C 1.739 -0.730 5.961  -0.07
C 1.130 -1.769 5.267  -0.05
C -1.282 0.429 3.356  -0.32
C 2.484 -0.924 -2.172  -0.09
C -0.657 -0.034 -5.097  -0.01
C 0.223 -2.375 -5.056  -0.01
C 3.239 4.839 -1.528  -0.68
C -0.402 5.109 0.637  -0.06
C -3.624 1.393 -3.322  -0.02
C -2.102 -0.704 3.358  -0.12
C -0.721 -3.461 1.051  -0.02
C 2.356 0.314 3.883  -0.04
C -0.838 -1.429 -4.517  -0.61
C 3.389 -3.147 -1.877  -0.04
C -2.565 -1.243 4.548  -0.07
C -0.237 2.908 1.645  -0.38
H -2.691 1.927 -3.135  0.07
H -3.302 1.936 -0.699  0.05
H 1.216 -2.001 -4.809  0.07
H 0.928 6.602 1.413  0.11
H -0.805 -0.048 -6.177  0.10
H 3.405 -2.081 -3.730  0.11
H -2.622 -1.037 6.682  0.11
H -1.093 -4.443 1.347  0.10
H -4.415 2.131 -3.454  0.10
H -3.194 -2.125 4.537  0.11
H 2.864 1.095 3.338  0.09
H -3.001 -1.309 -4.421  0.06
H -3.254 -2.538 0.608  0.09
H -3.533 0.827 -4.249  0.08
H 1.233 2.748 3.214  0.08
H -3.326 -2.844 -1.130  0.08
H 3.869 -4.024 -2.287  0.12
H -3.149 -4.196 -0.007  0.10
H -5.430 -1.002 -1.601  0.09
H -6.050 0.281 -2.651  0.10
H -2.059 0.994 0.903  -0.02
H 1.736 -0.728 7.043  0.11
H 0.690 -2.586 3.324  0.10
H 0.349 0.335 -4.889  0.09
H 0.140 -2.455 -6.139  0.10
H -5.045 1.938 -0.995  0.10
H 1.971 5.084 3.056  0.12
H 2.261 -0.099 -2.839  0.09
H -2.356 -2.952 -4.318  0.09
H -1.325 -3.772 -2.325  0.07
H -4.315 0.646 -0.028  0.09
H 0.645 -2.572 5.804  0.12
H -1.238 1.007 6.700  0.11
H 3.262 -3.926 0.140  0.13
H 0.362 -3.522 0.973  0.07
H 0.263 -3.717 -1.556  0.08
H -5.022 -0.993 -3.323  0.08
H -1.374 0.663 -4.662  0.06
H -0.864 5.778 -0.077  0.11
H -2.395 -1.155 2.415  0.08
H -0.380 1.938 4.599  0.10
H -2.370 -2.105 -5.869  0.10
H 2.836 1.106 5.812  0.11
H -1.595 3.435 0.058  0.08
H -0.899 -4.980 -1.108  0.10
H -0.983 -2.745 1.828  0.06
H 0.110 -3.369 -4.623  0.09

Results
2S+1 = 1
total charge = +1
max |F| = 1.038 eV/Å
gap between HOMO and LUMO = 6.63 eV



The following is a quantum chemistry calculation of an isolated molecule of C3H4ClI at a distorted geometry, from the OMol25 dataset.

Each line ends with the Löwdin charge.
CARTESIAN COORDINATES (ANGSTROEM)
I 0.491 0.883 -2.336  0.78
Cl 2.290 1.897 0.480  0.60
C 1.044 0.760 0.702  -0.72
C -0.966 -0.888 -0.137  -0.10
C 0.341 0.279 -0.305  -0.77
H -1.855 -0.389 0.085  0.02
H -0.912 -1.345 0.859  0.05
H -1.120 -1.555 -0.995  0.05
H 0.687 0.357 1.648  0.08

Results
2S+1 = 1
max |F| = 4.234 eV/Å
gap between HOMO and LUMO = 9.65 eV



The following is a quantum chemistry calculation of a cluster of 2 separate species, C4H7O2P in total at a distorted geometry, from the OMol25 dataset.

Each line ends with the Löwdin charge.
CARTESIAN COORDINATES (ANGSTROEM)
P 2.371 -0.030 0.745  0.73
O 3.182 -0.595 1.881  -0.46
O -0.694 -0.065 0.688  -0.14
C -1.457 -1.205 0.537  -0.33
C 2.141 -0.657 -0.797  -0.26
C -2.069 -1.408 -0.762  -0.13
C -2.595 -1.264 -1.829  0.13
H 1.756 1.139 1.321  0.02
H -0.711 -2.134 0.732  0.17
H 2.842 -1.385 -1.094  -0.03
H -1.128 0.713 0.219  0.14
H 1.561 -0.053 -1.572  0.03
H -2.347 -1.134 1.216  0.13
H -3.149 -1.286 -2.693  0.01

Results
2S+1 = 1
max |F| = 3.420 eV/Å
gap between HOMO and LUMO = 9.68 eV



What is the formula in the fourth record? C4H7O2P